w.
The following is a quantum chemistry calculation of a gas-phase ion, C2F3O2S (charge -1), from the Open Molecules 2025 dataset.

The frontier orbital gap comes out at 0.2940 Eh. The HOMO energy is -0.147 hartree.

ORCA input file:
```
! RIJCOSX wB97M-V def2-TZVPD def2/J DEFGRID3
* xyz -1 1
C -1.169 -0.256 0.113
C -0.126 0.531 -0.115
O 2.622 0.685 -0.192
O 1.584 -1.396 0.759
F -0.979 -1.423 0.648
F -2.553 -0.008 -0.063
F -0.409 1.820 -0.517
S 1.682 -0.389 -0.383
*
```

x.
The following is a quantum chemistry calculation of a molecular structure, C2F3O2S, from the Open Molecules 2025 dataset.

The frontier orbital gap comes out at 0.2892 Eh. The HOMO energy is -0.142 hartree.

ORCA input file:
```
! RIJCOSX wB97M-V def2-TZVPD def2/J DEFGRID3
* xyz -1 1
C 1.356 0.441 -0.161
C 0.317 -0.358 0.244
O 0.371 -1.699 0.346
O -2.319 -0.360 1.167
F 2.562 -0.032 -0.300
F 1.313 1.811 -0.278
F -2.121 0.787 -1.028
S -1.479 -0.591 0.011
*
```

Relative energy of each structure, in eV: w 0.000; x 0.397.

w.
The following is a quantum chemistry calculation of 2 unconnected molecules or ions with the total composition C2H10N2O, from the Open Molecules 2025 dataset.

The frontier orbital gap comes out at 0.3575 Eh. The HOMO energy is -0.323 hartree. The SMILES is NCCN.O.

ORCA input file:
```
! RIJCOSX wB97M-V def2-TZVPD def2/J DEFGRID3
* xyz 0 1
N -0.713 1.399 1.921
C 0.437 0.821 1.309
C 0.348 0.821 -0.357
N -0.299 -0.327 -0.979
H -1.559 1.374 1.390
H -0.533 2.326 2.149
H 0.546 -0.142 1.679
H 1.324 1.232 1.566
H 0.111 1.776 -0.814
H 1.415 0.659 -0.575
H -0.689 -1.005 -0.311
H -1.235 -0.142 -1.504
O 0.477 -3.147 -1.586
H -0.023 -3.381 -2.373
H 0.393 -2.265 -1.514
*
```

x.
The following is a quantum chemistry calculation of 2 unconnected molecules or ions with the total composition C2H10N2O, from the Open Molecules 2025 dataset.

The frontier orbital gap comes out at 0.3726 Eh. The HOMO energy is -0.337 hartree. The SMILES is NCCN.O.

ORCA input file:
```
! RIJCOSX wB97M-V def2-TZVPD def2/J DEFGRID3
* xyz 0 1
N 0.999 0.497 2.046
C 0.771 0.005 0.727
C -0.062 0.986 -0.157
N 0.301 0.614 -1.507
H 0.089 0.830 2.294
H 1.266 -0.250 2.716
H 1.798 -0.309 0.234
H 0.243 -0.988 0.628
H 0.046 2.103 0.047
H -1.179 0.672 0.024
H 0.832 -0.243 -1.490
H 0.868 1.333 -1.821
O -1.792 -1.681 -0.880
H -1.167 -1.012 -1.278
H -1.811 -2.409 -1.512
*
```

Relative energy of each structure, in eV: w 0.292; x 0.000.

w.
The following is a quantum chemistry calculation of C11H12N2O2 in the gas phase, from the Open Molecules 2025 dataset.

The frontier orbital gap comes out at 0.3110 Eh. The HOMO energy is -0.291 hartree. The SMILES is N[C@@H](Cc1c[nH]c2ccccc12)C(=O)O.

ORCA input file:
```
! RIJCOSX wB97M-V def2-TZVPD def2/J DEFGRID3
* xyz 0 1
N -1.531 1.910 -0.401
C -0.342 2.233 -1.154
C 0.904 1.424 -0.573
C 0.808 -0.083 -0.401
C 0.938 -1.021 -1.277
N 0.424 -2.183 -0.866
C 0.243 -2.027 0.583
C 0.010 -3.021 1.479
C -0.380 -2.679 2.767
C -0.357 -1.304 3.091
C -0.052 -0.230 2.126
C 0.314 -0.701 0.770
C -0.462 2.015 -2.657
O -1.199 1.194 -3.140
O 0.311 2.748 -3.419
H -2.252 1.296 -0.838
H -1.350 1.644 0.580
H -0.119 3.263 -0.883
H 1.868 1.798 -1.098
H 1.040 1.826 0.485
H 1.429 -1.051 -2.236
H 0.481 -3.083 -1.335
H -0.034 -4.083 1.320
H -0.706 -3.342 3.583
H -0.499 -1.055 4.179
H 0.061 0.814 2.480
H 0.450 3.696 -3.164
*
```

x.
The following is a quantum chemistry calculation of C11H12N2O2 in the gas phase, from the Open Molecules 2025 dataset.

The frontier orbital gap comes out at 0.3103 Eh. The HOMO energy is -0.288 hartree. The SMILES is N[C@@H](Cc1c[nH]c2ccccc12)C(=O)O.

ORCA input file:
```
! RIJCOSX wB97M-V def2-TZVPD def2/J DEFGRID3
* xyz 0 1
N -0.137 2.497 -2.367
C 0.413 1.356 -1.637
C -0.761 0.338 -1.526
C -0.622 -0.570 -0.305
C -0.599 -1.945 -0.407
N -0.536 -2.533 0.888
C -0.646 -1.510 1.849
C -0.606 -1.591 3.170
C -0.665 -0.386 4.008
C -0.765 0.806 3.331
C -0.945 0.845 1.917
C -0.851 -0.243 1.126
C 1.688 0.794 -2.356
O 2.766 0.763 -1.821
O 1.505 0.511 -3.663
H -0.581 2.181 -3.230
H 0.594 3.149 -2.727
H 0.783 1.604 -0.662
H -1.088 -0.212 -2.431
H -1.599 1.020 -1.240
H -0.426 -2.484 -1.347
H -0.214 -3.504 1.053
H -0.477 -2.578 3.586
H -0.700 -0.477 5.048
H -0.813 1.762 3.710
H -1.165 1.942 1.510
H 2.390 0.285 -4.062
*
```

Relative energy of each structure, in eV: w 0.720; x 0.000.

w.
The following is a quantum chemistry calculation of CClF3O2S in the gas phase, from the Open Molecules 2025 dataset.

The frontier orbital gap comes out at 0.4172 Eh. The HOMO energy is -0.435 hartree. The SMILES is O=S(=O)(Cl)C(F)(F)F.

ORCA input file:
```
! RIJCOSX wB97M-V def2-TZVPD def2/J DEFGRID3
* xyz 0 1
O 1.509 0.081 1.634
S 0.964 0.431 0.229
O 0.947 1.718 -0.338
Cl 2.091 -0.715 -1.086
C -0.715 -0.477 0.177
F -1.409 0.007 1.200
F -0.401 -1.742 0.276
F -1.308 -0.162 -0.912
*
```

x.
The following is a quantum chemistry calculation of 2 unconnected molecules or ions with the total composition CClF3O2S, from the Open Molecules 2025 dataset.

The frontier orbital gap comes out at 0.3835 Eh. The HOMO energy is -0.435 hartree.

ORCA input file:
```
! RIJCOSX wB97M-V def2-TZVPD def2/J DEFGRID3
* xyz 0 1
C -0.538 0.634 0.521
O 1.218 -1.240 0.680
O 1.697 0.797 -0.632
F -0.568 0.726 1.779
F -1.664 -0.957 0.024
F -1.101 1.570 -0.255
S 0.845 -0.264 -0.299
Cl 0.111 -1.267 -1.818
*
```

Relative energy of each structure, in eV: w 0.000; x 2.599.

w.
The following is a quantum chemistry calculation of 7 unconnected molecules or ions with the total composition C5H24N2O7, from the Open Molecules 2025 dataset.

The frontier orbital gap comes out at 0.3328 Eh. The HOMO energy is -0.323 hartree. The SMILES is N/C=C/C[C@@H](N)CO.O.O.O.O.O.O.

ORCA input file:
```
! RIJCOSX wB97M-V def2-TZVPD def2/J DEFGRID3
* xyz 0 1
N 0.894 -1.944 1.838
C 0.813 -1.683 0.381
C 0.391 -2.577 -0.587
C -0.076 -2.133 -1.972
C 0.561 -0.737 -2.298
N 1.252 -0.387 -3.588
C -0.792 0.323 -2.076
O -0.403 1.547 -2.677
H 1.832 -1.791 2.151
H 0.651 -2.903 1.948
H 1.222 -0.674 0.200
H 0.196 -3.663 -0.368
H 0.097 -2.940 -2.714
H -1.162 -2.025 -2.030
H 1.178 -0.506 -1.434
H 0.741 0.008 -4.301
H 1.747 -1.071 -4.027
H -0.733 0.403 -0.938
H -1.632 -0.142 -2.401
H -1.242 2.169 -2.640
O 0.332 1.703 3.517
H 0.307 2.657 3.504
H 1.127 1.502 3.032
O -1.415 2.134 1.313
H -0.826 2.435 1.962
H -1.324 1.266 1.602
O -4.056 0.336 -0.621
H -3.564 -0.500 -0.425
H -3.687 1.095 -0.305
O 3.309 0.016 2.432
H 3.173 -0.300 1.596
H 3.540 1.030 2.285
O -1.497 -0.351 2.124
H -1.169 -1.054 1.599
H -0.819 -0.160 2.772
O 1.076 1.874 0.223
H 0.146 1.719 0.403
H 1.021 2.526 -0.399
*
```

x.
The following is a quantum chemistry calculation of 7 unconnected molecules or ions with the total composition C5H24N2O7, from the Open Molecules 2025 dataset.

The frontier orbital gap comes out at 0.3653 Eh. The HOMO energy is -0.366 hartree. The SMILES is CCNC(=O)[C@@H](C)N.O.O.O.O.O.O.

ORCA input file:
```
! RIJCOSX wB97M-V def2-TZVPD def2/J DEFGRID3
* xyz 0 1
C 1.499 0.182 2.860
C 0.117 0.259 2.219
N -0.153 -0.852 1.312
C -0.125 -0.844 -0.042
O -0.359 -1.864 -0.676
C 0.174 0.471 -0.781
C 0.441 0.230 -2.274
N -0.925 1.391 -0.534
H 2.260 -0.055 2.104
H 1.775 1.128 3.323
H 1.639 -0.647 3.563
H -0.670 0.282 2.965
H 0.121 1.180 1.652
H -0.256 -1.769 1.724
H 1.082 0.898 -0.339
H 1.182 -0.564 -2.334
H 0.969 1.109 -2.643
H -0.481 -0.047 -2.765
H -0.721 2.361 -0.345
H -1.668 1.336 -1.213
O 3.662 1.064 0.384
H 4.336 0.730 0.986
H 3.236 1.784 0.860
O -3.044 1.455 1.538
H -3.338 0.531 1.596
H -2.330 1.355 0.887
O -0.580 3.070 -3.619
H -1.172 2.473 -3.158
H -0.108 3.645 -3.010
O 3.238 -2.344 0.486
H 2.940 -1.493 0.141
H 2.930 -2.992 -0.156
O -2.277 -3.054 -2.393
H -1.468 -2.528 -2.419
H -2.178 -3.541 -1.570
O -3.442 -1.231 0.795
H -3.817 -1.730 0.063
H -2.491 -1.380 0.816
*
```

Relative energy of each structure, in eV: w 3.879; x 0.000.

w.
The following is a quantum chemistry calculation of 5 unconnected molecules or ions with the total composition H9O4S, from the Open Molecules 2025 dataset.

The frontier orbital gap comes out at 0.2936 Eh. The HOMO energy is -0.155 hartree.

ORCA input file:
```
! RIJCOSX wB97M-V def2-TZVPD def2/J DEFGRID3
* xyz -1 1
S -0.736 0.006 -1.301
H -1.552 0.857 -0.706
H 1.344 0.325 -0.637
H 2.269 -0.301 0.351
O 2.293 0.477 -0.252
H -2.526 -1.432 -1.268
H -3.711 -1.814 -2.171
O -3.350 -1.967 -1.309
H 0.517 3.294 1.068
H 1.702 2.240 0.842
O 1.489 3.061 1.328
H 0.607 -2.284 1.680
H 0.572 -1.012 0.838
O 1.083 -1.450 1.537
*
```

x.
The following is a quantum chemistry calculation of 5 unconnected molecules or ions with the total composition H9O4S, from the Open Molecules 2025 dataset.

The frontier orbital gap comes out at 0.2844 Eh. The HOMO energy is -0.150 hartree.

ORCA input file:
```
! RIJCOSX wB97M-V def2-TZVPD def2/J DEFGRID3
* xyz -1 1
S 0.188 0.170 -0.155
H -0.774 -0.465 0.527
H -0.491 -0.084 -2.572
H -1.172 1.053 -3.225
O -0.664 0.269 -3.464
H 2.907 -0.251 3.146
H 1.928 -1.250 2.626
O 2.703 -1.192 3.220
H 0.058 3.133 1.896
H -0.012 2.305 0.637
O -0.328 3.167 1.011
H -2.174 -2.302 -1.500
H -0.770 -1.903 -1.113
O -1.398 -2.648 -1.032
*
```

Relative energy of each structure, in eV: w 0.000; x 0.082.

w.
The following is a quantum chemistry calculation of a molecular structure, C38H48As3Cl3F6N4O6PS3Sc, from the Open Molecules 2025 dataset.

The frontier orbital gap comes out at 0.2916 Eh. The HOMO energy is -0.283 hartree.

ORCA input file:
```
! RIJCOSX wB97M-V def2-TZVPD def2/J DEFGRID3
* xyz 0 1
Sc 0.199 0.675 -0.260
F 2.665 5.530 0.507
C 1.506 4.951 0.203
F 1.578 4.544 -1.063
F 0.542 5.839 0.352
S 1.271 3.494 1.373
O 1.200 2.316 0.501
O 2.415 3.557 2.215
N -0.036 3.717 2.174
S -1.331 2.841 2.180
O -1.677 2.481 3.518
O -1.321 1.751 1.218
C -2.731 4.000 1.675
F -3.414 3.499 0.652
F -2.286 5.207 1.388
F -3.566 4.090 2.710
N 1.653 1.384 -2.198
C 1.565 0.831 -3.506
C 1.898 1.608 -4.616
C 1.866 1.072 -5.887
C 1.536 -0.267 -6.074
C 1.234 -1.050 -4.977
C 1.205 -0.507 -3.690
P 1.009 -1.462 -2.159
C 2.690 -2.228 -2.107
C 3.787 -1.410 -2.382
C 5.079 -1.893 -2.293
C 5.309 -3.212 -1.930
C 4.231 -4.039 -1.674
C 2.932 -3.553 -1.763
C -0.063 -2.921 -2.370
C -0.732 -3.335 -3.518
C -1.473 -4.509 -3.518
C -1.551 -5.292 -2.377
C -0.915 -4.874 -1.215
C -0.200 -3.687 -1.211
H 1.609 2.396 -2.234
H 2.541 1.172 -1.721
H 2.181 2.643 -4.465
H 2.125 1.690 -6.738
H 1.538 -0.699 -7.065
H 1.051 -2.106 -5.118
H 3.650 -0.375 -2.665
H 5.909 -1.231 -2.505
H 6.320 -3.592 -1.857
H 4.389 -5.075 -1.404
H 2.122 -4.238 -1.570
H -0.700 -2.739 -4.419
H -1.990 -4.809 -4.421
H -2.120 -6.212 -2.385
H -0.992 -5.458 -0.307
H 0.271 -3.357 -0.289
C -3.235 -2.159 -1.302
As -2.520 -0.607 -0.359
C -3.743 0.666 -1.146
C -3.426 -0.750 1.379
C -2.897 -1.703 2.453
C -2.501 -3.044 1.836
C -1.708 -1.093 3.199
As -0.003 -0.864 2.249
C 0.939 0.177 3.601
C 0.869 -2.585 2.553
C -4.028 -2.010 3.460
As -5.109 -0.741 4.541
C -5.889 0.462 3.195
C -3.812 0.522 5.300
H -4.290 -2.253 -1.033
H -2.717 -3.082 -1.073
H -3.164 -1.969 -2.372
H -4.758 0.272 -1.060
H -3.478 0.799 -2.190
H -3.671 1.622 -0.639
H -4.450 -1.033 1.109
H -3.473 0.267 1.772
H -1.696 -2.942 1.101
H -3.345 -3.510 1.321
H -2.154 -3.738 2.606
H -1.468 -1.709 4.075
H -1.957 -0.100 3.572
H 0.634 -0.200 4.579
H 0.723 1.240 3.551
H 2.004 0.020 3.432
H 0.902 -2.764 3.630
H 1.883 -2.543 2.162
H 0.316 -3.396 2.082
H -3.633 -2.700 4.213
H -4.805 -2.578 2.935
H -6.392 -0.125 2.426
H -5.161 1.122 2.728
H -6.640 1.069 3.701
H -3.073 -0.017 5.892
H -4.371 1.175 5.971
H -3.309 1.134 4.556
C 5.875 2.432 3.091
C 5.247 2.151 1.762
C 5.535 2.936 0.644
C 4.859 2.628 -0.516
N 3.972 1.637 -0.587
C 3.762 0.937 0.533
S 2.557 -0.331 0.498
N 4.374 1.154 1.699
H 6.920 2.725 2.983
H 5.801 1.558 3.733
H 5.346 3.258 3.572
H 6.245 3.749 0.691
H 5.026 3.196 -1.427
Cl -3.536 3.586 -2.914
C -1.763 3.719 -2.967
Cl -1.338 5.421 -3.126
Cl -1.157 2.836 -4.370
C -1.171 3.127 -1.638
O -0.957 3.913 -0.732
O -0.968 1.877 -1.648
*
```

x.
The following is a quantum chemistry calculation of a molecular structure, C38H48As3Cl3F6N4O6PS3Sc, from the Open Molecules 2025 dataset.

The frontier orbital gap comes out at 0.2466 Eh. The HOMO energy is -0.254 hartree.

ORCA input file:
```
! RIJCOSX wB97M-V def2-TZVPD def2/J DEFGRID3
* xyz 0 1
Sc 0.984 0.868 -0.546
F 1.351 5.020 -1.140
C 0.032 5.197 -1.037
F -0.262 5.586 0.195
F -0.363 6.100 -1.910
S -0.837 3.606 -1.353
O -0.048 2.687 -0.491
O -2.197 3.852 -1.067
N -0.578 3.279 -2.872
S 0.863 2.813 -3.328
O 1.734 3.842 -3.778
O 1.425 1.814 -2.396
C 0.425 1.813 -4.799
F 1.548 1.512 -5.429
F -0.376 2.492 -5.592
F -0.177 0.696 -4.399
N 2.516 3.022 0.886
C 2.821 3.018 2.274
C 3.881 3.769 2.773
C 4.178 3.737 4.124
C 3.399 2.982 4.994
C 2.341 2.242 4.491
C 2.058 2.223 3.125
P 0.689 1.220 2.401
C 0.969 -0.466 3.061
C 0.002 -1.419 2.718
C 0.138 -2.736 3.128
C 1.242 -3.122 3.883
C 2.205 -2.182 4.217
C 2.074 -0.860 3.802
C -0.634 1.850 3.513
C -1.156 1.120 4.573
C -2.143 1.674 5.389
C -2.610 2.954 5.149
C -2.083 3.695 4.092
C -1.105 3.146 3.286
H 3.196 3.525 0.335
H 1.601 3.416 0.724
H 4.473 4.375 2.096
H 5.006 4.322 4.504
H 3.615 2.973 6.055
H 1.721 1.663 5.167
H -0.878 -1.110 2.166
H -0.626 -3.461 2.868
H 1.349 -4.150 4.210
H 3.071 -2.474 4.800
H 2.854 -0.149 4.049
H -0.814 0.111 4.764
H -2.547 1.093 6.210
H -3.385 3.378 5.776
H -2.450 4.694 3.890
H -0.721 3.720 2.449
C 3.531 -0.655 -3.621
As 2.113 -1.230 -2.415
C 3.127 -2.654 -1.554
C 1.175 -2.345 -3.712
C -0.124 -2.994 -3.246
C 0.114 -3.781 -1.948
C -1.214 -1.945 -3.029
As -1.246 -0.713 -1.447
C -2.206 -1.962 -0.308
C -2.730 0.280 -2.248
C -0.576 -4.042 -4.292
As -1.252 -3.720 -6.133
C -3.055 -3.061 -5.713
C -0.511 -2.013 -6.757
H 3.731 -1.444 -4.342
H 4.422 -0.456 -3.030
H 3.254 0.259 -4.143
H 3.346 -3.421 -2.294
H 2.587 -3.084 -0.715
H 4.067 -2.252 -1.190
H 1.894 -3.113 -4.003
H 0.995 -1.718 -4.582
H 0.412 -3.126 -1.129
H 0.900 -4.529 -2.082
H -0.797 -4.298 -1.644
H -2.171 -2.453 -2.930
H -1.291 -1.308 -3.904
H -2.996 -2.399 -0.910
H -2.618 -1.450 0.551
H -1.534 -2.744 0.038
H -3.364 -0.429 -2.776
H -2.349 1.015 -2.956
H -3.287 0.793 -1.471
H -1.401 -4.618 -3.857
H 0.236 -4.759 -4.435
H -3.498 -3.677 -4.928
H -3.676 -3.151 -6.604
H -3.048 -2.019 -5.390
H 0.571 -2.068 -6.865
H -0.780 -1.172 -6.123
H -0.938 -1.850 -7.747
C -3.965 -2.216 4.139
C -4.236 -0.992 3.309
C -5.447 -0.322 3.350
C -5.565 0.785 2.524
N -4.583 1.231 1.750
C -3.420 0.546 1.799
S -2.084 1.162 0.876
N -3.237 -0.573 2.533
H -4.812 -2.466 4.779
H -3.081 -2.047 4.759
H -3.747 -3.067 3.489
H -6.262 -0.653 3.980
H -6.494 1.346 2.482
Cl 5.095 0.895 2.006
C 4.704 -0.376 0.833
Cl 4.556 -1.912 1.677
Cl 6.006 -0.469 -0.373
C 3.353 0.042 0.152
O 2.277 -0.483 0.566
O 3.359 0.904 -0.743
*
```

Relative energy of each structure, in eV: w 0.000; x 1.562.